Molecular formula: C2H8N2S
Method: DFT, wB97M-V/def2-TZVPD

XYZ file:
```
13
Properties=species:S:1:pos:R:3:forces:R:3
C -0.148 2.260 -1.072 1.6604 0.3975 -0.3585
S -1.447 2.034 0.160 0.5941 -1.7225 0.5687
H 0.570 1.319 -1.231 -1.8571 1.9922 0.0149
H -0.612 2.703 -1.998 0.6467 -1.0458 0.5861
H 0.497 3.090 -0.681 -0.1974 -0.8290 -0.4447
N -0.477 -0.557 1.201 -1.7923 -1.1921 0.7719
C -0.271 -1.572 0.472 1.4045 -1.5335 1.0453
N 1.027 -2.059 0.329 2.9668 -1.2230 -1.0812
H 0.094 -0.492 2.049 1.0231 0.6667 -1.2587
H -0.858 0.643 0.752 -1.6005 1.9295 -0.5571
H -0.856 -2.418 0.098 -2.0826 1.6119 -0.6472
H 1.108 -3.086 0.612 -0.1052 1.7523 -1.2508
H 1.373 -1.865 -0.692 -0.6605 -0.8044 2.6113
```
Forces are in eV/Å.

Computed properties:
DFT total energy: -16015.711 eV
ΔE to the lowest compared entry with this formula, charge and spin: 3.085 eV
E_HOMO: -7.59 eV
Multiplicity: 1
E_LUMO: -0.0200 Eh
Molecular weight: 92.2 u

=====

Molecular formula: C39H46As3Cl2IN3O5STi
Method: DFT, wB97M-V/def2-TZVPD

XYZ file:
```
101
Properties=species:S:1:pos:R:3:forces:R:3
Ti -0.456 0.495 -0.001 0.5334 -0.3810 0.0230
C -5.380 2.413 -5.841 0.0006 0.0014 -0.0018
C -4.743 1.746 -4.657 0.0026 0.0038 0.0032
C -3.381 1.897 -4.402 0.0003 0.0073 -0.0010
C -2.783 1.272 -3.324 -0.0120 -0.0044 -0.0064
C -3.565 0.479 -2.495 -0.0150 -0.0407 -0.0171
C -4.925 0.307 -2.724 -0.0088 -0.0004 -0.0004
C -5.503 0.947 -3.804 -0.0033 0.0001 0.0080
S -2.857 -0.314 -1.116 0.0313 0.1131 0.0057
O -3.712 -1.376 -0.684 0.0099 -0.0150 0.0239
O -2.521 0.722 -0.084 -0.1386 0.0976 -0.1189
N -1.354 -0.730 -1.479 -0.0210 0.0784 0.1547
C -0.903 -2.050 -1.358 0.0129 0.0152 -0.0274
C -1.451 -3.166 -1.979 -0.0015 -0.0033 -0.0063
C -0.887 -4.395 -1.686 0.0030 -0.0001 0.0061
C 0.191 -4.471 -0.809 0.0036 -0.0025 -0.0047
C 0.675 -3.299 -0.260 0.0452 0.0358 -0.0361
N 0.138 -2.110 -0.531 -0.0766 0.0352 0.0410
H -4.775 3.243 -6.202 -0.0007 0.0001 0.0007
H -6.372 2.789 -5.593 -0.0001 -0.0003 -0.0003
H -5.495 1.701 -6.661 0.0005 0.0009 -0.0001
H -2.783 2.521 -5.053 -0.0009 -0.0007 0.0007
H -1.729 1.401 -3.124 0.0082 0.0042 0.0079
H -5.511 -0.321 -2.066 0.0016 0.0025 -0.0037
H -6.563 0.824 -3.991 0.0018 0.0001 0.0006
H -2.294 -3.066 -2.647 -0.0017 0.0010 0.0015
H -1.288 -5.293 -2.137 0.0005 0.0020 0.0018
H 0.643 -5.419 -0.558 0.0011 0.0006 -0.0014
H 1.512 -3.296 0.430 -0.0001 -0.0063 0.0051
C 4.027 -1.897 2.108 -0.0063 -0.0345 -0.0014
As 2.543 -0.659 1.764 0.0131 0.0315 0.0913
C 2.066 -0.402 3.645 -0.0240 -0.0057 0.0005
C 3.469 1.074 1.602 -0.0326 0.0124 0.0216
C 4.228 1.440 0.315 -0.0389 -0.0904 -0.0665
C 4.883 2.802 0.605 0.0363 -0.1137 0.0364
C 3.310 1.633 -0.901 -0.0719 0.0942 -0.0361
As 1.874 0.383 -1.371 -0.1524 -0.0209 -0.0489
C 2.743 -1.272 -1.878 0.0009 0.0175 -0.0514
C 1.465 1.104 -3.128 0.0288 -0.0347 -0.0169
C 5.281 0.352 0.042 0.0588 0.0343 -0.0010
As 6.773 0.402 -1.297 0.0052 0.0019 0.0083
C 5.880 -0.420 -2.843 0.1117 0.0202 -0.0482
C 6.846 2.197 -2.091 -0.0528 0.0037 0.0512
H 4.482 -2.253 1.186 -0.0028 -0.0165 0.0291
H 3.620 -2.753 2.647 0.0043 -0.0098 0.0125
H 4.791 -1.424 2.727 -0.0030 -0.0003 -0.0104
H 2.971 -0.386 4.252 -0.0001 0.0021 -0.0035
H 1.422 -1.213 3.984 -0.0077 0.0001 0.0043
H 1.542 0.544 3.771 -0.0308 0.0131 -0.0081
H 4.163 1.150 2.445 -0.0125 -0.0156 0.0112
H 2.677 1.810 1.785 -0.0008 0.0051 0.0086
H 4.153 3.479 1.053 0.0030 -0.0060 -0.0147
H 5.260 3.277 -0.294 0.0891 0.0260 -0.1355
H 5.710 2.687 1.308 -0.0093 0.0028 -0.0015
H 3.928 1.681 -1.801 -0.0288 0.0308 -0.0087
H 2.784 2.589 -0.831 0.0393 -0.0050 0.0040
H 3.621 -1.039 -2.477 -0.2493 -0.0763 0.1165
H 2.044 -1.860 -2.470 -0.0228 -0.0065 0.0068
H 3.031 -1.840 -0.997 -0.0107 -0.0218 -0.0087
H 2.343 1.035 -3.770 0.0003 0.0042 -0.0111
H 1.163 2.143 -3.023 0.0027 0.0044 -0.0019
H 0.647 0.534 -3.567 0.0022 -0.0047 0.0010
H 4.776 -0.589 -0.200 0.0498 0.0804 0.0128
H 5.809 0.167 0.981 0.0056 0.0084 -0.0061
H 5.593 -1.445 -2.609 0.0602 0.0199 -0.0161
H 6.604 -0.455 -3.656 0.0087 0.0076 -0.0020
H 5.009 0.143 -3.184 0.0848 0.0275 -0.0210
H 7.271 2.918 -1.397 -0.0097 0.0149 0.0216
H 5.885 2.555 -2.460 -0.0104 0.0275 0.0192
H 7.526 2.105 -2.938 -0.0032 0.0033 0.0082
Cl -0.219 3.529 3.686 0.0001 0.0160 -0.0280
C -1.021 2.007 3.739 0.1502 -0.0411 0.0525
C -1.827 1.687 4.853 0.0182 -0.0039 0.0098
C -2.444 0.475 4.936 -0.0061 0.0054 0.0065
Cl -3.419 0.105 6.313 -0.0016 0.0015 0.0042
C -2.307 -0.488 3.900 0.0053 -0.0097 -0.0113
C -2.923 -1.756 3.871 -0.0036 0.0108 0.0241
C -2.722 -2.567 2.792 0.0122 -0.0191 -0.0027
C -1.922 -2.121 1.727 0.0509 -0.0167 0.0108
N -1.327 -0.948 1.717 -0.0754 0.1106 -0.1310
C -1.509 -0.142 2.799 0.0082 -0.0337 0.0221
C -0.846 1.103 2.728 0.0048 -0.0314 0.0260
O -0.101 1.307 1.630 -0.3646 0.1338 -0.1146
H -1.944 2.415 5.642 -0.0003 0.0011 -0.0032
H -3.549 -2.067 4.696 0.0026 0.0048 0.0026
H -3.180 -3.543 2.731 0.0005 0.0013 -0.0066
H -1.784 -2.757 0.864 -0.0257 0.0001 -0.0022
I 2.240 8.203 1.492 -0.0031 -0.0042 -0.0017
C 1.179 6.582 0.728 0.0131 0.0084 -0.0039
C 1.650 5.295 0.946 0.0031 -0.0058 0.0229
C 0.947 4.216 0.433 -0.0240 0.0124 0.0139
C -0.224 4.421 -0.285 -0.0201 -0.0074 0.0102
C -0.694 5.716 -0.486 0.0099 0.0046 -0.0084
C 0.008 6.800 0.012 -0.0053 -0.0039 0.0072
C -1.027 3.300 -0.842 0.0076 -0.0673 -0.0735
O -2.138 3.421 -1.273 -0.0230 0.0143 -0.0423
O -0.378 2.102 -0.893 0.0694 -0.0435 0.2130
H 2.550 5.137 1.524 -0.0001 0.0007 -0.0040
H 1.289 3.210 0.628 -0.0073 -0.0104 0.0023
H -1.615 5.861 -1.034 0.0045 -0.0028 -0.0021
H -0.354 7.805 -0.151 -0.0008 -0.0009 0.0037
```
Forces are in eV/Å.

Computed properties:
DFT total energy: -305507.518 eV
Charge: +1
ΔE to the lowest compared entry with this formula, charge and spin: 1.180 eV
E_HOMO: -10.68 eV
Multiplicity: 1
E_LUMO: -0.1301 Eh
Molecular weight: 1139.3 u

=====

Molecular formula: C27H23Cl2MoN4O5PSe2
Method: DFT, wB97M-V/def2-TZVPD

XYZ file:
```
65
Properties=species:S:1:pos:R:3:forces:R:3
Mo -0.459 0.495 0.445 4.3012 0.0203 0.4403
Se 1.517 -0.950 -0.551 -0.1211 0.0882 -0.4252
P 1.254 0.422 -2.232 0.0739 0.2620 -0.2609
Se 0.019 2.123 -1.598 0.0701 -0.5285 -0.0509
C 0.501 -0.408 -3.672 0.2041 0.2362 0.4138
C -0.662 0.057 -4.266 0.0606 0.1396 0.0874
C -1.173 -0.607 -5.368 -0.0277 -0.0860 -0.1165
C -0.524 -1.726 -5.867 -0.0981 0.0556 -0.0136
C 0.637 -2.187 -5.265 0.0877 -0.0944 -0.0427
C 1.151 -1.534 -4.163 -0.0896 0.0656 -0.0212
C 2.904 0.978 -2.770 -0.4408 -0.0985 0.2285
C 3.957 0.074 -2.720 -0.0664 -0.0252 -0.0161
C 5.225 0.492 -3.072 0.0563 -0.0546 -0.0378
C 5.436 1.805 -3.463 0.0550 0.0574 0.0007
C 4.387 2.710 -3.491 0.0175 0.0294 -0.0600
C 3.113 2.298 -3.144 -0.1396 -0.1248 -0.0153
H -1.150 0.942 -3.873 0.0027 -0.0615 -0.0146
H -2.071 -0.243 -5.844 -0.0779 0.0061 -0.0334
H -0.922 -2.241 -6.728 -0.0361 -0.0371 -0.0829
H 1.148 -3.052 -5.659 0.0185 -0.1205 -0.0515
H 2.049 -1.891 -3.680 0.0674 -0.0989 -0.0090
H 3.777 -0.941 -2.386 0.1119 0.0200 0.0293
H 6.050 -0.203 -3.027 0.0969 -0.0500 -0.0269
H 6.428 2.127 -3.738 0.1310 0.0544 -0.0129
H 4.562 3.736 -3.776 0.0267 0.0860 -0.0423
H 2.274 2.983 -3.143 0.0866 0.1021 -0.0207
O -1.579 -0.473 -0.502 -5.5176 -4.2708 -3.7851
C -2.582 -1.274 -0.311 0.2114 0.3023 0.8568
C -2.919 -1.682 0.996 0.5737 0.3603 -0.1800
C -4.118 -2.367 1.240 -0.5926 -0.5619 0.6816
C -4.455 -2.778 2.517 0.9109 0.7715 -1.3842
C -3.606 -2.525 3.601 0.7511 0.3283 0.0212
C -2.413 -1.873 3.389 -0.5524 -0.4483 0.4825
C -2.035 -1.415 2.110 0.8247 0.3624 -0.4679
O -0.886 -0.827 1.962 -1.1492 -0.2529 -0.0656
N -5.693 -3.470 2.714 -0.8999 -0.4669 0.0798
O -6.332 -3.781 1.726 -0.0294 0.0080 -0.0541
O -6.033 -3.710 3.855 0.0960 0.0077 0.1108
H -3.171 -1.601 -1.167 0.1448 0.1467 -0.0541
H -4.799 -2.560 0.427 -0.1055 -0.1030 -0.0713
H -3.890 -2.853 4.588 -0.0528 -0.0084 0.0538
H -1.743 -1.685 4.215 0.0306 0.0848 0.0044
C 2.881 2.093 1.350 -0.4684 0.0257 -0.1214
C 1.494 2.312 1.967 1.4061 1.3419 0.7919
C 1.484 2.137 3.485 -0.3334 0.0194 -0.3905
O 0.616 1.425 1.384 1.8209 1.7957 1.8099
H 3.561 2.868 1.693 0.0606 0.0475 0.0663
H 2.809 2.143 0.258 0.0772 -0.0164 0.1498
H 3.266 1.115 1.635 0.0605 -0.0324 -0.0043
H 1.145 3.333 1.712 0.0500 -0.4287 0.0779
H 1.760 1.117 3.743 0.0760 -0.0673 0.0177
H 0.486 2.352 3.869 0.1078 0.0028 0.0956
H 2.188 2.831 3.938 0.0270 0.0405 0.0369
Cl 2.135 -1.685 2.378 0.1319 -0.0967 0.3611
C 1.155 -2.842 3.287 -0.0797 0.0090 0.0169
Cl 1.864 -4.461 3.243 -0.0499 -0.0361 0.0559
H 0.170 -2.882 2.823 0.2437 0.0213 0.1447
H 1.108 -2.509 4.323 -0.0307 -0.0807 -0.1787
N -1.997 1.550 1.095 -2.4610 1.9499 1.7362
C -2.556 2.165 1.926 0.7617 -1.3326 -1.6206
C -3.100 2.903 2.916 -0.1568 0.4374 0.4303
C -2.185 3.619 3.702 0.1473 0.0641 0.2109
N -1.392 4.159 4.334 0.3608 0.3111 0.2552
C -4.471 2.924 3.199 -0.2076 -0.0548 -0.1261
N -5.595 2.944 3.433 -0.5587 -0.0232 0.1104
```
Forces are in eV/Å.

Computed properties:
DFT total energy: -211449.351 eV
ΔE to the lowest compared entry with this formula, charge and spin: 2.293 eV
E_HOMO (alpha / beta): -7.95 / -7.68 eV
Multiplicity: 1
E_LUMO (alpha / beta): -0.0827 / -0.0862 Eh
Molecular weight: 839.2 u

=====

Molecular formula: C2H6N5O2S2
Method: DFT, wB97M-V/def2-TZVPD

XYZ file:
```
17
Properties=species:S:1:pos:R:3:forces:R:3
C -3.391 -0.959 -0.820 0.6896 -2.3423 -0.5252
C 0.577 -0.444 0.079 -0.3774 0.7664 0.2798
N -2.404 -1.563 -0.839 -1.3938 0.2966 -0.0992
N 1.650 -0.365 0.861 -0.9115 -4.5277 0.3731
N -0.057 -1.537 -0.171 1.1804 1.7191 -0.0532
N -0.893 0.685 -1.301 -0.7120 -0.2008 -0.6312
N 0.066 0.782 -0.463 0.8915 -0.5758 1.4449
O -3.932 1.234 1.497 -0.0634 -0.7527 3.7201
O -2.324 1.259 -0.411 -1.5593 1.1065 1.1356
S -4.897 -0.376 -0.882 -0.7528 1.2366 0.1731
S -3.847 1.515 0.148 1.9093 0.2276 -4.6494
H 2.045 -1.278 1.229 -0.8734 1.6589 -0.6493
H 2.251 0.358 1.001 1.5528 2.8451 0.0251
H 0.259 -2.336 0.286 0.6900 -1.7198 0.6816
H -1.062 -1.554 -0.531 -0.4599 -0.1455 -0.4809
H -1.017 1.546 -1.802 -0.1166 0.5477 -0.1995
H 0.143 1.611 0.146 0.3064 -0.1397 -0.5455
```
Forces are in eV/Å.

Computed properties:
DFT total energy: -35376.063 eV
Charge: +1
ΔE to the lowest compared entry with this formula, charge and spin: 2.276 eV
E_HOMO (alpha / beta): -12.96 / -12.96 eV
Multiplicity: 1
E_LUMO (alpha / beta): -0.1959 / -0.1958 Eh
Molecular weight: 196.2 u